The following is a quantum chemistry calculation of a structure of composition C30H60BeFNO24 at a distorted geometry, from the Open Molecules 2025 dataset.

As for the max |F|: 4.120 eV/A. As for the LUMO energy: -0.7 eV. As for the spin multiplicity: 1. Its total energy is -3153.94554 a.u. The calculation puts the energy relative to the best compared isomer or geometry (same formula, charge and spin) at 0.147 eV.

Each line ends with the Löwdin charge.
Geometry (Å):
Be1 -0.635204 -0.953622 -0.709498  0.985
N1 0.388536 -3.569982 -2.261338  -0.610
O1 1.134606 -2.618182 -2.029478  -0.053
O2 -0.733984 -3.387442 -1.759488  -0.055
O3 0.785166 -4.515182 -2.920298  0.030
F1 -1.584624 1.074968 0.214512  -0.478
C1 1.794106 2.771658 -2.477848  -0.149
C2 2.805366 1.701118 -2.669208  -0.165
C3 1.892836 0.486438 -2.781638  -0.198
O4 0.808876 0.746358 -1.927248  -0.186
C4 0.697526 2.124058 -1.568358  -0.156
H1 1.429166 3.013498 -3.476058  0.117
H2 2.078476 3.711418 -2.004468  0.108
H3 3.405996 1.456268 -1.793198  0.100
H4 3.486006 1.866928 -3.504278  0.128
H5 2.408886 -0.457332 -2.605318  0.124
H6 1.465266 0.472498 -3.784178  0.112
H7 0.997086 2.270148 -0.530558  0.094
H8 -0.257934 2.641308 -1.655738  0.116
C5 3.875896 -7.086012 -0.699038  -0.180
C6 2.994846 -6.029282 -1.386588  -0.153
C7 1.850376 -5.834762 -0.388398  -0.213
O5 2.322126 -6.501962 0.810142  -0.170
C8 3.015146 -7.713922 0.361862  -0.173
H9 4.806866 -6.663482 -0.321078  0.110
H10 4.138096 -7.863002 -1.417118  0.104
H11 2.566116 -6.363352 -2.331418  0.104
H12 3.458336 -5.051832 -1.520238  0.108
H13 0.892666 -6.315112 -0.588798  0.114
H14 1.619796 -4.769662 -0.410438  0.082
H15 2.325806 -8.451272 -0.049508  0.117
H16 3.553506 -8.131692 1.212582  0.120
C9 4.185626 2.058368 1.197972  -0.171
C10 4.462336 3.424798 0.625452  -0.163
C11 5.359226 3.169548 -0.582968  -0.161
O6 5.721916 1.779848 -0.411438  -0.163
C12 5.473636 1.250288 0.869902  -0.170
H17 3.319246 1.568038 0.754062  0.085
H18 4.017456 2.006178 2.273652  0.114
H19 5.055596 3.922198 1.392742  0.112
H20 3.590666 4.026628 0.368372  0.100
H21 6.165016 3.899358 -0.661598  0.118
H22 4.741466 3.166238 -1.481008  0.094
H23 6.295766 1.543438 1.522792  0.118
H24 5.318926 0.172568 0.818032  0.121
C13 3.035596 -2.950682 1.467382  -0.025
O7 2.730096 -1.774062 2.210992  -0.024
C14 1.923866 -0.787252 1.657062  -0.521
O8 1.541526 -0.724322 0.532972  0.123
O9 1.534756 0.034778 2.682702  -0.026
C15 0.886776 1.308578 2.567412  -0.037
H25 2.098716 -3.502212 1.388852  0.087
H26 3.830866 -3.488672 1.983352  0.104
H27 3.364106 -2.664952 0.468112  0.097
H28 -0.180104 1.151618 2.408622  0.058
H29 1.251876 1.923558 1.744852  0.071
H30 0.951466 1.871878 3.498332  0.106
C16 -4.657044 0.026788 0.823442  -0.046
O10 -5.105374 -0.938022 -0.108858  0.021
C17 -4.220824 -1.588662 -0.875478  -0.619
O11 -2.999434 -1.571252 -0.727488  0.066
O12 -4.883684 -2.190972 -1.789698  0.043
C18 -4.149424 -3.046472 -2.722368  0.025
H31 -4.017304 -0.406952 1.592012  0.092
H32 -5.510084 0.436868 1.364052  0.093
H33 -4.190814 0.853318 0.287192  0.089
H34 -4.752884 -3.923812 -2.955238  0.098
H35 -3.304264 -3.519832 -2.222638  0.071
H36 -3.864804 -2.469542 -3.602288  0.101
C19 -6.962414 5.604018 2.528002  -0.026
O13 -5.618934 5.046978 2.309282  -0.025
C20 -5.372824 3.709698 2.542592  -0.458
O14 -6.285624 2.898208 2.811792  0.071
O15 -4.006714 3.489578 2.577802  -0.014
C21 -3.542454 2.254668 2.949722  -0.106
H37 -7.802214 4.916158 2.429642  0.085
H38 -7.169694 6.505128 1.950822  0.091
H39 -7.043604 5.843388 3.588292  0.089
H40 -4.318884 1.598268 3.342642  0.094
H41 -2.835864 2.363018 3.772572  0.100
H42 -3.013744 1.771868 2.127852  0.062
C22 -1.408044 -1.242842 3.792632  -0.003
O16 -1.962624 -2.531222 3.376562  0.017
C23 -1.703404 -3.023032 2.152252  -0.550
O17 -0.951654 -2.549092 1.320212  0.095
O18 -2.509304 -4.071772 1.973192  0.017
C24 -2.532244 -4.845192 0.784062  -0.016
H43 -1.983394 -0.911652 4.657152  0.097
H44 -1.492484 -0.460022 3.038862  0.069
H45 -0.356024 -1.243052 4.077852  0.093
H46 -3.071564 -5.764322 1.013032  0.102
H47 -1.521944 -5.000972 0.405722  0.090
H48 -3.057344 -4.373742 -0.046658  0.077
C25 -0.275414 -1.549402 -5.325768  -0.035
O19 -1.208084 -0.495622 -5.304308  0.027
C26 -1.641214 -0.092282 -4.108448  -0.470
O20 -1.279954 -0.563522 -3.023228  0.070
O21 -2.591174 0.929918 -4.238338  -0.001
C27 -3.364034 1.197878 -3.097968  -0.056
H49 0.194456 -1.701312 -6.297488  0.105
H50 -0.742964 -2.468882 -4.973538  0.103
H51 0.542306 -1.390442 -4.622798  0.078
H52 -3.909614 0.313668 -2.768408  0.084
H53 -4.023214 2.045338 -3.286138  0.106
H54 -2.782954 1.389798 -2.195968  0.078
C28 2.950176 6.842438 2.129312  -0.016
O22 1.683156 6.141998 2.372432  -0.003
C29 1.019276 5.546138 1.370912  -0.661
O23 1.172886 5.729618 0.178822  0.105
O24 0.271426 4.685548 1.933402  0.023
C30 -0.806764 4.104558 1.201212  -0.012
H55 3.538726 7.002958 3.032612  0.090
H56 2.712326 7.828558 1.730452  0.088
H57 3.587116 6.394158 1.366782  0.077
H58 -0.796764 3.019768 1.095222  0.051
H59 -0.923994 4.452658 0.174962  0.098
H60 -1.608964 4.545568 1.792892  0.102

Cartesian forces (eV/Å) of the 6 atoms listed first:
-0.46 0.94 -0.52
0.47 1.66 0.35
2.40 1.99 0.24
-2.54 -1.28 0.27
-1.00 -0.73 -0.05
1.04 -2.03 -0.74